Formula: C14H16O
Source: the OMol25 dataset
Level of theory: ωB97M-V with the def2-TZVPD basis set

Each atom is followed by the atoms it is bonded to, with distances in Å.
Geometry (Å):
1 C -0.0432 -3.4988 0.5785  C2 1.483, H9 1.135, H10 1.095, H11 1.118
2 C -1.0229 -2.4022 0.3871  C1 1.483, C3 1.403, C8 1.420
3 C -1.0720 -1.6551 -0.7994  C2 1.403, C4 1.378, H12 1.105
4 C -1.9893 -0.6269 -0.7824  C3 1.378, C5 1.356, H13 1.153
5 C -2.7753 -0.2366 0.2516  C4 1.356, O6 1.402, C7 1.435
6 O -3.6056 0.8910 0.1886  C5 1.402, H14 0.962
7 C -2.8138 -1.1178 1.3832  C5 1.435, C8 1.378, H15 1.098
8 C -1.9456 -2.1860 1.4441  C2 1.420, C7 1.378, H16 1.000
9 H -0.5490 -4.5120 0.5061  C1 1.135
10 H 0.4977 -3.5654 1.5278  C1 1.095
11 H 0.8330 -3.4529 -0.1152  C1 1.118
12 H -0.5396 -1.9622 -1.7180  C3 1.105
13 H -2.0773 0.1321 -1.6454  C4 1.153
14 H -4.5129 0.7258 0.4639  O6 0.962
15 H -3.4220 -1.0705 2.2962  C7 1.098
16 H -1.9761 -2.7767 2.2500  C8 1.000
17 C 3.0925 0.1811 -2.1831  C18 1.522, H24 0.971, H25 1.078, H26 1.089
18 C 2.6026 1.0616 -1.0424  C17 1.522, C19 1.373, C23 1.462
19 C 1.3977 0.7144 -0.4842  C18 1.373, C20 1.421, H27 1.082
20 C 0.7972 1.5504 0.4955  C19 1.421, C21 1.411, H28 1.091
21 C 1.4236 2.7079 1.0053  C20 1.411, C22 1.458, H29 1.115
22 C 2.7183 3.0262 0.4139  C21 1.458, C23 1.386, H30 1.051
23 C 3.3073 2.2548 -0.5758  C18 1.462, C22 1.386, H31 1.030
24 H 4.0256 0.4326 -2.2795  C17 0.971
25 H 2.6258 0.4004 -3.1293  C17 1.078
26 H 2.9726 -0.8855 -1.9996  C17 1.089
27 H 0.7763 -0.1149 -0.7968  C19 1.082
28 H -0.2050 1.3516 0.8779  C20 1.091
29 H 0.8798 3.2595 1.8071  C21 1.115
30 H 3.1986 3.8577 0.8403  C22 1.051
31 H 4.2548 2.4138 -0.9465  C23 1.030

Its total energy is -618.2463 Ha. As for the SMILES: Cc1ccc(O)cc1.Cc1ccccc1. For the HOMO-LUMO gap, the calculation gives 0.34604 Eh.



Formula: C2H6NO2P
Source: the OMol25 dataset
Level of theory: ωB97M-V with the def2-TZVPD basis set

Each atom is followed by the atoms it is bonded to, with distances in Å.
Geometry (Å):
1 N 1.3702 -0.0223 1.0236  C2 1.296, H5 1.022, H6 1.014
2 C 0.8598 -1.1338 0.5964  N1 1.296, P3 1.813
3 P -0.3337 -1.0733 -0.7669  C2 1.813, O4 1.632, H7 1.418
4 O -0.8827 -2.6009 -0.5960  P3 1.632, H8 0.970
5 H 1.1420 0.9174 0.6925  N1 1.022
6 H 2.0411 -0.0591 1.7827  N1 1.014
7 H 0.7680 -1.3176 -1.6252  P3 1.418
8 H -0.3234 -3.0971 0.0215  O4 0.970
9 C -1.1638 2.0951 -0.2831  O10 1.200, H11 1.102, H12 1.102
10 O -0.0817 2.3044 0.1923  C9 1.200
11 H -1.3570 2.1648 -1.3660  C9 1.102
12 H -2.0390 1.8222 0.3283  C9 1.102

Its total energy is -626.2984 Ha. As for the SMILES: NC#[PH]O.C=O. For the HOMO-LUMO gap, the calculation gives 0.30934 Eh.



Formula: C4H9NO
Source: the OMol25 dataset
Level of theory: ωB97M-V with the def2-TZVPD basis set

Each atom is followed by the atoms it is bonded to, with distances in Å.
Geometry (Å):
1 C -0.8394 -0.8089 1.7128  C2 1.326, H7 1.084, H8 1.081
2 C -0.2103 0.1039 0.9852  C1 1.326, O3 1.496, N4 1.355
3 O 0.4960 1.1778 1.7507  C2 1.496, H9 0.969
4 N -0.0456 0.3842 -0.3302  C2 1.355, C5 1.473, C6 1.576
5 C 1.2870 0.6887 -0.8784  N4 1.473, H10 1.094, H11 1.094, H12 1.092
6 C -0.7982 -0.6894 -1.2040  N4 1.576, H13 1.093, H14 1.092, H15 1.092
7 H -0.8381 -0.7256 2.7932  C1 1.084
8 H -1.3054 -1.6817 1.2764  C1 1.081
9 H 0.2759 1.9903 1.2706  O3 0.969
10 H 1.2475 0.7154 -1.9718  C5 1.094
11 H 2.0212 -0.0652 -0.5795  C5 1.094
12 H 1.6231 1.6657 -0.5243  C5 1.092
13 H -0.2900 -1.6564 -1.1734  C6 1.093
14 H -1.8425 -0.7843 -0.8974  C6 1.092
15 H -0.7813 -0.3145 -2.2300  C6 1.092

Its total energy is -287.7499 Ha. As for the SMILES: C=C(O)N(C)C. For the HOMO-LUMO gap, the calculation gives 0.33972 Eh.



Formula: C2H10N3
Source: the OMol25 dataset
Level of theory: ωB97M-V with the def2-TZVPD basis set

Each atom is followed by the atoms it is bonded to, with distances in Å.
Geometry (Å):
1 C -1.5578 -1.1147 -1.3218  N2 1.480, H3 1.091, H4 1.085, H5 1.084
2 N -0.3527 -1.6086 -0.6186  C1 1.480, H6 1.015, H7 1.013
3 H -1.9102 -1.8186 -2.0771  C1 1.091
4 H -1.3299 -0.1688 -1.8023  C1 1.085
5 H -2.3495 -0.9558 -0.5989  C1 1.084
6 H -0.5708 -2.4915 -0.1690  N2 1.015
7 H 0.3700 -1.8308 -1.2926  N2 1.013
8 N 1.5095 2.2776 1.2529  C9 1.322, H11 1.007, H12 1.007
9 C 1.1562 1.1631 0.6351  N8 1.322, N10 1.289, H13 1.086
10 N 0.2397 0.3385 1.0108  C9 1.289, H14 1.173, H15 1.010
11 H 1.0506 2.5309 2.1122  N8 1.007
12 H 2.3450 2.7721 0.9865  N8 1.007
13 H 1.6763 0.9419 -0.2926  C9 1.086
14 H -0.0009 -0.5787 0.3209  N10 1.173
15 H -0.2758 0.5435 1.8545  N10 1.010

Its total energy is -246.2480 Ha. The charge is +1. For the HOMO-LUMO gap, the calculation gives 0.44309 Eh.



Formula: C4H5NO
Source: the OMol25 dataset
Level of theory: ωB97M-V with the def2-TZVPD basis set

Each atom is followed by the atoms it is bonded to, with distances in Å.
Geometry (Å):
1 O -1.9307 -0.8343 1.0746  C2 1.204
2 C -0.9493 -0.4463 0.4953  O1 1.204, C3 1.550, C6 1.504
3 C -0.7194 0.4011 -0.7821  C2 1.550, C4 1.545, H7 1.099, H8 1.093
4 C 0.7390 -0.1028 -0.6931  C3 1.545, N5 1.558, C6 1.496, H9 1.092
5 N 1.2355 0.4179 0.6892  C4 1.558, C6 1.432, H10 1.012
6 C 0.5060 -0.8112 0.6040  C2 1.504, C4 1.496, N5 1.432, H11 1.083
7 H -1.4166 0.0473 -1.5539  C3 1.099
8 H -0.7889 1.4908 -0.7409  C3 1.093
9 H 1.7433 0.2729 -0.9015  C4 1.092
10 H 0.7314 1.2719 0.8906  N5 1.012
11 H 0.9242 -1.7116 1.0358  C6 1.083

Its total energy is -285.2834 Ha. As for the SMILES: O=C1C[C@H]2N[C@@H]12. For the HOMO-LUMO gap, the calculation gives 0.39030 Eh.



Formula: CH7N4O
Source: the OMol25 dataset
Level of theory: ωB97M-V with the def2-TZVPD basis set

Each atom is followed by the atoms it is bonded to, with distances in Å.
Geometry (Å):
1 N -2.1705 -0.1485 -0.4879  O2 1.550, H7 0.985, H8 1.019
2 O -1.4134 0.6328 0.6165  N1 1.550, N3 1.301
3 N -0.2274 1.0294 0.2579  O2 1.301, C4 1.382, H9 1.001
4 C 0.7964 0.1343 0.0120  N3 1.382, N5 1.340, N6 1.343
5 N 2.0549 0.5516 -0.1785  C4 1.340, H10 1.054, H11 1.082
6 N 0.5267 -1.1708 0.1779  C4 1.343, H12 0.959, H13 1.016
7 H -1.9561 -1.1023 -0.3641  N1 0.985
8 H -3.1269 0.0195 -0.1798  N1 1.019
9 H -0.1741 1.9842 -0.0395  N3 1.001
10 H 2.8212 -0.1514 -0.3524  N5 1.054
11 H 2.2125 1.5417 0.2277  N5 1.082
12 H 1.0334 -1.8700 -0.2395  N6 0.959
13 H -0.3767 -1.4505 0.5497  N6 1.016

Its total energy is -336.2093 Ha. As for the SMILES: NO[NH+]=C(N)N. The charge is +1. For the HOMO-LUMO gap, the calculation gives 0.40083 Eh.



Formula: H2IO
Source: the OMol25 dataset
Level of theory: ωB97M-V with the def2-TZVPD basis set

Each atom is followed by the atoms it is bonded to, with distances in Å.
Geometry (Å):
1 O -0.4450 -3.5452 0.3969  H2 0.984, H3 0.984
2 H -0.2041 -2.6238 0.1495  O1 0.984
3 H -1.0786 -3.8313 -0.2996  O1 0.984
4 I 0.0577 0.4948 -0.0434  no bonds

Its total energy is -374.2283 Ha. The charge is -1. For the HOMO-LUMO gap, the calculation gives 0.27013 Eh.



Formula: C27H29N3O3
Source: the OMol25 dataset
Level of theory: ωB97M-V with the def2-TZVPD basis set

Each atom is followed by the atoms it is bonded to, with distances in Å.
Geometry (Å):
1 C 5.9825 4.3086 -3.0784  C2 1.542, C23 1.531, H24 1.092, H25 1.088
2 C 4.6196 4.8668 -3.5335  C1 1.542, C3 1.542, H26 1.096, H27 1.092
3 C 3.6461 3.6705 -3.5353  C2 1.542, N4 1.445, H28 1.107, H29 1.107
4 N 4.3215 2.6411 -2.7787  C3 1.445, C5 1.367, C23 1.459
5 C 3.7542 1.4270 -2.5087  N4 1.367, C6 1.424, C22 1.421
6 C 2.6252 0.9709 -3.2465  C5 1.424, C7 1.380, H30 1.091
7 C 2.0835 -0.2733 -2.9964  C6 1.380, C8 1.412, H31 1.096
8 C 2.5201 -1.0487 -1.9007  C7 1.412, C9 1.456, C21 1.424
9 C 1.9723 -2.3846 -1.7141  C8 1.456, C10 1.463, H32 1.097
10 C 1.7652 -2.8282 -0.3354  C9 1.463, C11 1.435, C20 1.424
11 C 1.3605 -1.8754 0.6584  C10 1.435, C12 1.380, H33 1.078
12 C 1.0221 -2.2240 1.9504  C11 1.380, C13 1.417, H34 1.091
13 C 1.1860 -3.5692 2.3636  C12 1.417, N14 1.366, C19 1.427
14 N 0.9635 -3.9235 3.6636  C13 1.366, C15 1.446, C18 1.453
15 C 1.5847 -5.0886 4.2531  N14 1.446, C16 1.538, H35 1.102, H36 1.104
16 C 1.2445 -5.0223 5.7518  C15 1.538, C17 1.535, H37 1.089, H38 1.093
17 C 0.1235 -3.9817 5.8845  C16 1.535, C18 1.542, H39 1.096, H40 1.090
18 C 0.1241 -3.1660 4.5755  N14 1.453, C17 1.542, H41 1.103, H42 1.105
19 C 1.5906 -4.5425 1.4016  C13 1.427, C20 1.383, H43 1.092
20 C 1.8103 -4.1885 0.0828  C10 1.424, C19 1.383, H44 1.082
21 C 3.5935 -0.5673 -1.0989  C8 1.424, C22 1.391, H45 1.091
22 C 4.2074 0.6393 -1.4167  C5 1.421, C21 1.391, H46 1.087
23 C 5.6877 2.9744 -2.3888  C1 1.531, N4 1.459, H47 1.108, H48 1.107
24 H 6.6204 4.1192 -3.9441  C1 1.092
25 H 6.5051 4.9768 -2.3971  C1 1.088
26 H 4.2699 5.6187 -2.8164  C2 1.096
27 H 4.6854 5.3315 -4.5191  C2 1.092
28 H 2.6760 3.9634 -3.0894  C3 1.107
29 H 3.4381 3.3366 -4.5696  C3 1.107
30 H 2.2330 1.5880 -4.0555  C6 1.091
31 H 1.3193 -0.6816 -3.6669  C7 1.096
32 H 1.2021 -2.7440 -2.4072  C9 1.097
33 H 1.2989 -0.8352 0.3808  C11 1.078
34 H 0.6559 -1.4790 2.6589  C12 1.091
35 H 1.1932 -6.0235 3.8198  C15 1.102
36 H 2.6742 -5.1019 4.0754  C15 1.104
37 H 0.9525 -6.0048 6.1201  C16 1.089
38 H 2.1229 -4.6849 6.3088  C16 1.093
39 H -0.8516 -4.4738 5.9710  C17 1.096
40 H 0.2662 -3.3330 6.7484  C17 1.090
41 H 0.5192 -2.1447 4.7099  C18 1.103
42 H -0.9018 -3.0490 4.1813  C18 1.105
43 H 1.6550 -5.5765 1.7471  C19 1.092
44 H 2.0611 -4.9605 -0.6324  C20 1.082
45 H 3.9798 -1.1607 -0.2694  C21 1.091
46 H 5.0295 1.0076 -0.8091  C22 1.087
47 H 6.3822 2.1675 -2.6964  C23 1.108
48 H 5.7625 3.0671 -1.2887  C23 1.107
49 O 3.1355 -3.1054 -3.2976  C50 1.270
50 C 2.8881 -3.4957 -4.4804  O49 1.270, C51 1.473, C58 1.434
51 C 3.7235 -4.4749 -5.1968  C50 1.473, N52 1.427, C55 1.406
52 N 4.2641 -5.5511 -4.4316  C51 1.427, O53 1.247, O54 1.260
53 O 3.7708 -5.7713 -3.3080  N52 1.247
54 O 5.1790 -6.2448 -4.9511  N52 1.260
55 C 3.9302 -4.4117 -6.5860  C51 1.406, C56 1.397, H59 1.089
56 C 3.0747 -3.6139 -7.3503  C55 1.397, C57 1.408, H60 1.097
57 C 1.9852 -2.9856 -6.7175  C56 1.408, C58 1.392, H61 1.090
58 C 1.8444 -3.0054 -5.3328  C50 1.434, C57 1.392, H62 1.087
59 H 4.7570 -4.9811 -7.0085  C55 1.089
60 H 3.2062 -3.5657 -8.4384  C56 1.097
61 H 1.2427 -2.4816 -7.3368  C57 1.090
62 H 0.9514 -2.6273 -4.8411  C58 1.087

Its total energy is -1436.0345 Ha. For the HOMO-LUMO gap, the calculation gives 0.22253 Eh.



Formula: C3H7NS
Source: the OMol25 dataset
Level of theory: ωB97M-V with the def2-TZVPD basis set

Each atom is followed by the atoms it is bonded to, with distances in Å.
Geometry (Å):
1 C -1.1466 2.0241 -1.8031  N2 1.269, H6 1.128, H7 1.087
2 N -0.9098 0.9094 -1.2455  C1 1.269, S3 1.713
3 S -0.2275 0.9966 0.3230  N2 1.713, C4 1.939
4 C 0.3698 -0.8455 0.2297  S3 1.939, C5 1.495, H8 1.100, H9 1.099
5 C 0.8250 -1.3858 1.5473  C4 1.495, H10 1.114, H11 1.052, H12 1.084
6 H -1.5257 2.2187 -2.8473  C1 1.128
7 H -0.8428 2.8961 -1.2298  C1 1.087
8 H 1.1033 -0.9557 -0.5826  C4 1.100
9 H -0.4761 -1.4428 -0.1385  C4 1.099
10 H 0.0450 -1.8950 2.1590  C5 1.114
11 H 1.0522 -0.5511 2.1464  C5 1.052
12 H 1.7331 -1.9690 1.4414  C5 1.084

Its total energy is -571.3866 Ha. As for the SMILES: C=NSCC. For the HOMO-LUMO gap, the calculation gives 0.35563 Eh.



Formula: C7H13NO6P
Source: the OMol25 dataset
Level of theory: ωB97M-V with the def2-TZVPD basis set

Each atom is followed by the atoms it is bonded to, with distances in Å.
Geometry (Å):
1 C 0.7793 -2.6234 1.6993  C2 1.488, H16 1.139, H17 1.059, H18 1.036
2 C 0.8775 -1.2054 1.2599  C1 1.488, P3 1.858, H19 1.080, H20 1.152
3 P 1.4686 -1.2413 -0.5016  C2 1.858, O4 1.529, O5 1.482, O6 1.654
4 O 2.6666 -2.1520 -0.7722  P3 1.529
5 O 0.3812 -1.5537 -1.4583  P3 1.482
6 O 1.9427 0.2923 -0.9009  P3 1.654, C7 1.351
7 C 1.1944 1.3050 -0.4105  O6 1.351, C8 1.288, O14 1.412
8 C -0.0766 1.5069 -0.3551  C7 1.288, N9 1.401, H21 1.202
9 N -1.0101 0.5553 -0.7853  C8 1.401, C10 1.346, H22 1.011
10 C -2.3285 0.8118 -0.6947  N9 1.346, O11 1.197, O12 1.339
11 O -2.7761 1.8524 -0.3086  C10 1.197
12 O -3.0686 -0.2387 -1.0707  C10 1.339, C13 1.462
13 C -4.5164 -0.0405 -1.0236  O12 1.462, H23 1.204, H24 1.087, H25 1.065
14 O 2.0111 2.3288 0.1164  C7 1.412, C15 1.425
15 C 3.4350 2.2795 0.0693  O14 1.425, H26 1.052, H27 1.016, H28 1.108
16 H -0.2184 -3.1256 1.4772  C1 1.139
17 H 1.5310 -3.1806 1.2025  C1 1.059
18 H 0.9723 -2.8998 2.6789  C1 1.036
19 H 1.7399 -0.8290 1.7901  C2 1.080
20 H -0.0480 -0.6407 1.6488  C2 1.152
21 H -0.5726 2.5002 0.1049  C8 1.202
22 H -0.8059 -0.4299 -0.8854  N9 1.011
23 H -5.1258 -0.5000 -0.0927  C13 1.204
24 H -4.9219 -0.7594 -1.7314  C13 1.087
25 H -4.7479 0.9955 -1.1083  C13 1.065
26 H 3.7122 2.2431 -0.9453  C15 1.052
27 H 3.8552 1.4661 0.5107  C15 1.016
28 H 3.6501 3.2832 0.4866  C15 1.108

Its total energy is -1122.1757 Ha. As for the SMILES: CC[P@@](=O)([O-])O/C(=C\NC(=O)OC)OC. The charge is -1. For the HOMO-LUMO gap, the calculation gives 0.27914 Eh.



Formula: C3H9NS
Source: the OMol25 dataset
Level of theory: ωB97M-V with the def2-TZVPD basis set

Each atom is followed by the atoms it is bonded to, with distances in Å.
Geometry (Å):
1 C -1.2544 -2.2469 0.0356  N4 1.366, H6 1.176, H7 1.102, H8 1.141
2 C 1.2700 1.5126 0.8046  S5 1.818, H9 1.020, H10 1.109, H11 1.135
3 C 0.2658 0.7964 -1.7324  S5 1.823, H12 1.183, H13 1.027, H14 1.044
4 N -1.1268 -0.9248 0.3529  C1 1.366
5 S 1.1974 0.0945 -0.3308  C2 1.818, C3 1.823
6 H -0.5500 -2.9512 0.6598  C1 1.176
7 H -1.2859 -2.4012 -1.0552  C1 1.102
8 H -2.2160 -2.4974 0.5968  C1 1.141
9 H 1.8189 1.2113 1.6102  C2 1.020
10 H 0.3162 2.0305 1.0333  C2 1.109
11 H 1.9027 2.1952 0.1557  C2 1.135
12 H -0.8336 0.7808 -1.2948  C3 1.183
13 H 0.1167 -0.0273 -2.3282  C3 1.027
14 H 0.5700 1.6518 -2.2476  C3 1.044

Its total energy is -572.4650 Ha. As for the spin multiplicity: 3. For the HOMO-LUMO gap (alpha / beta), the calculation gives 0.31397 / 0.31247 Eh.